1.
The following is a quantum chemistry calculation of a gas-phase ion, C5H13N2 (charge +1), from OMol25.

XYZ file:
```
20
C5H13N2 | OMol25 | ωB97M-V/def2-TZVPD
C -0.419 1.656 -0.815
C -0.609 0.584 0.306
C 0.316 -0.643 0.027
C 0.092 -1.817 0.756
N 0.816 -2.882 1.062
C 1.757 -0.151 -0.233
N -1.689 2.597 -0.915
H -0.327 1.074 -1.794
H 0.309 2.356 -0.748
H -1.745 0.317 0.086
H -0.538 0.346 1.329
H -0.867 -1.665 1.239
H 0.730 -3.134 2.011
H 1.422 -3.412 0.477
H 2.086 0.588 0.461
H 1.878 0.309 -1.264
H 2.540 -0.928 -0.352
H -1.798 3.089 -1.802
H -1.901 3.330 -0.122
H -2.497 1.945 -0.801
```

The structure (SMILES) is C/C(=C\N)CC[NH3+]. The value obtained for the HOMO energy is -10.89 eV. For the electronic energy, the calculation gives -8366.2742 eV. As for the energy above the lowest of the compared OMol25 structures with the same formula, charge and spin: 437.7 kJ/mol. The total charge is +1. The LUMO energy comes out at -3.7100 eV.

Per-atom natural (NBO) charges, elementary charge units:
1. C -0.17
2. C -0.51
3. C -0.13
4. C 0.07
5. N -0.81
6. C -0.67
7. N -0.71
8. H 0.26
9. H 0.22
10. H 0.18
11. H 0.30
12. H 0.16
13. H 0.40
14. H 0.42
15. H 0.21
16. H 0.20
17. H 0.24
18. H 0.45
19. H 0.46
20. H 0.44

---

2.
The following is a quantum chemistry calculation of a single C20H29N3O2 molecule, from OMol25.

XYZ file:
```
54
C20H29N3O2 | OMol25 | ωB97M-V/def2-TZVPD
C -1.146 4.460 -2.684
H -1.542 4.864 -3.612
H -0.137 4.838 -2.539
H -1.110 3.375 -2.748
C -2.037 4.872 -1.515
N -1.546 4.336 -0.272
C -1.651 3.061 0.180
N -1.026 2.911 1.325
C -0.494 4.122 1.633
C -0.804 5.017 0.653
H -0.572 6.056 0.540
H 0.071 4.261 2.532
C -2.365 1.964 -0.527
N -1.547 1.404 -1.596
C -2.233 0.418 -2.407
C -2.296 -0.967 -1.759
C -0.880 -1.458 -1.466
H -0.362 -1.588 -2.419
H -0.913 -2.429 -0.968
C -0.082 -0.464 -0.610
C -0.217 0.949 -1.227
H 0.366 0.962 -2.156
H 0.226 1.682 -0.551
C -0.553 -0.526 0.862
O 0.129 0.346 1.717
H -0.252 1.244 1.645
H -1.636 -0.367 0.926
H -0.354 -1.538 1.232
C 1.428 -0.811 -0.640
C 1.751 -2.204 -0.182
C 2.012 -2.455 1.155
C 2.305 -3.742 1.603
C 2.341 -4.792 0.693
C 2.093 -4.538 -0.646
C 1.803 -3.262 -1.085
H 1.625 -3.085 -2.136
H 2.132 -5.355 -1.352
H 2.566 -5.799 1.007
O 2.543 -3.861 2.942
C 2.858 -5.129 3.457
H 3.010 -4.984 4.526
H 2.041 -5.843 3.303
H 3.776 -5.529 3.013
H 1.992 -1.653 1.876
H 1.933 -0.097 0.013
H 1.799 -0.676 -1.659
H -2.795 -1.663 -2.436
H -2.884 -0.922 -0.841
H -1.683 0.341 -3.352
H -3.238 0.786 -2.630
H -3.273 2.359 -0.997
H -2.670 1.230 0.231
H -2.070 5.961 -1.422
H -3.056 4.508 -1.680
```

The structure (SMILES) is CCn1ccnc1CN1CCC[C@@](CO)(Cc2cccc(OC)c2)C1. The value obtained for the HOMO energy is -8.21 eV. For the electronic energy, the calculation gives -29776.1536 eV. As for the energy above the lowest of the compared OMol25 structures with the same formula, charge and spin: 215.7 kJ/mol. The total charge is 0. The LUMO energy comes out at 0.7622 eV.

Per-atom natural (NBO) charges, elementary charge units:
1. C -0.63
2. H 0.21
3. H 0.21
4. H 0.25
5. C -0.20
6. N -0.33
7. C 0.36
8. N -0.51
9. C -0.07
10. C -0.10
11. H 0.22
12. H 0.21
13. C -0.26
14. N -0.46
15. C -0.21
16. C -0.42
17. C -0.40
18. H 0.20
19. H 0.22
20. C -0.08
21. C -0.23
22. H 0.19
23. H 0.22
24. C -0.07
25. O -0.77
26. H 0.50
27. H 0.16
28. H 0.19
29. C -0.42
30. C 0.00
31. C -0.23
32. C 0.30
33. C -0.31
34. C -0.19
35. C -0.25
36. H 0.21
37. H 0.21
38. H 0.21
39. O -0.49
40. C -0.25
41. H 0.20
42. H 0.17
43. H 0.17
44. H 0.23
45. H 0.23
46. H 0.21
47. H 0.21
48. H 0.20
49. H 0.19
50. H 0.20
51. H 0.21
52. H 0.20
53. H 0.21
54. H 0.20

---

3.
The following is a quantum chemistry calculation of a molecular structure, C15H35AgN5O5, from OMol25.

XYZ file:
```
61
C15H35AgN5O5 | OMol25 | ωB97M-V/def2-TZVPD
Ag -0.726 0.381 0.025
C 0.819 2.520 -4.016
C 0.968 1.845 -2.675
O -0.008 1.403 -2.071
N 2.207 1.743 -2.169
C 2.485 0.994 -0.947
H 0.490 3.548 -3.852
H 0.024 2.023 -4.567
H 1.737 2.534 -4.599
H 2.990 2.109 -2.683
H 3.527 0.685 -0.984
H 1.843 0.117 -0.923
H 2.300 1.604 -0.065
C 0.443 -1.855 -3.426
C -0.606 -1.837 -2.345
O -0.339 -1.593 -1.166
N -1.864 -2.069 -2.756
C -3.005 -2.043 -1.873
H 1.429 -1.698 -2.999
H 0.234 -1.066 -4.150
H 0.437 -2.810 -3.956
H -2.000 -2.258 -3.735
H -3.486 -3.022 -1.819
H -3.749 -1.324 -2.221
H -2.676 -1.750 -0.879
C -0.163 3.619 3.159
C 0.117 3.500 1.671
O 0.081 2.414 1.109
N 0.387 4.646 1.016
C 0.720 4.700 -0.392
H 0.110 2.668 3.604
H -1.227 3.798 3.308
H 0.401 4.434 3.609
H 0.346 5.504 1.539
H 0.479 3.731 -0.824
H 1.771 4.940 -0.546
H 0.092 5.431 -0.903
C -1.239 -2.992 2.402
C -2.368 -2.132 1.879
O -2.199 -0.963 1.559
N -3.565 -2.744 1.750
C -4.750 -2.083 1.255
H -0.539 -2.401 2.980
H -0.703 -3.361 1.519
H -1.585 -3.868 2.950
H -3.616 -3.718 1.996
H -4.453 -1.198 0.693
H -5.394 -1.738 2.064
H -5.297 -2.742 0.583
C 2.602 -0.251 3.366
C 2.020 -0.917 2.144
O 0.979 -0.535 1.631
N 2.745 -1.937 1.625
C 2.320 -2.708 0.470
H 1.944 0.546 3.689
H 3.590 0.151 3.131
H 2.762 -0.980 4.162
H 3.558 -2.255 2.123
H 3.196 -3.068 -0.063
H 1.685 -2.097 -0.167
H 1.717 -3.574 0.764
```

The value obtained for the HOMO energy is -11.45 eV. For the electronic energy, the calculation gives -37808.1672 eV. As for the energy above the lowest of the compared OMol25 structures with the same formula, charge and spin: 0.0 kJ/mol. The total charge is +1. The LUMO energy comes out at -1.6377 eV.

Per-atom natural (NBO) charges, elementary charge units:
1. Ag 0.94
2. C -0.71
3. C 0.69
4. O -0.71
5. N -0.60
6. C -0.42
7. H 0.24
8. H 0.24
9. H 0.22
10. H 0.40
11. H 0.21
12. H 0.22
13. H 0.22
14. C -0.71
15. C 0.70
16. O -0.73
17. N -0.59
18. C -0.43
19. H 0.24
20. H 0.24
21. H 0.24
22. H 0.40
23. H 0.20
24. H 0.21
25. H 0.24
26. C -0.71
27. C 0.70
28. O -0.70
29. N -0.60
30. C -0.43
31. H 0.24
32. H 0.24
33. H 0.22
34. H 0.40
35. H 0.23
36. H 0.20
37. H 0.21
38. C -0.71
39. C 0.70
40. O -0.70
41. N -0.60
42. C -0.42
43. H 0.25
44. H 0.24
45. H 0.22
46. H 0.40
47. H 0.23
48. H 0.21
49. H 0.21
50. C -0.71
51. C 0.69
52. O -0.68
53. N -0.61
54. C -0.43
55. H 0.24
56. H 0.23
57. H 0.23
58. H 0.40
59. H 0.21
60. H 0.24
61. H 0.19

---

4.
The following is a quantum chemistry calculation of a molecular structure, C5H11O3Pr, from OMol25.

XYZ file:
```
20
C5H11O3Pr | OMol25 | ωB97M-V/def2-TZVPD
C -0.552 1.575 -0.383
O -1.080 0.381 0.247
C -0.915 -0.851 -0.444
C 0.532 -1.291 -0.416
O 0.953 -1.232 0.943
C 2.152 -1.937 1.234
H 0.146 2.103 0.280
H -0.016 1.298 -1.309
H -1.275 -0.761 -1.475
H -1.538 -1.573 0.101
H 1.186 -0.633 -1.007
H 0.612 -2.313 -0.812
H 1.988 -2.500 2.160
H 2.400 -2.630 0.419
H 2.978 -1.225 1.366
Pr -0.076 0.223 2.489
O -2.422 3.075 0.271
C -1.694 2.652 -0.771
H -1.088 3.442 -1.289
H -2.290 2.198 -1.605
```

As for the spin multiplicity: 4. The value obtained for the HOMO energy (spin up / spin down) is -9.25 / -9.27 eV. For the electronic energy, the calculation gives -25563.1528 eV. As for the energy above the lowest of the compared OMol25 structures with the same formula, charge and spin: 315.9 kJ/mol. The total charge is +1. The LUMO energy (spin up / spin down) comes out at -5.1778 / -5.1943 eV.

Per-atom natural (NBO) charges, elementary charge units:
1. C -0.16
2. O -0.65
3. C -0.10
4. C -0.11
5. O -0.68
6. C -0.28
7. H 0.14
8. H 0.18
9. H 0.24
10. H 0.20
11. H 0.21
12. H 0.22
13. H 0.20
14. H 0.23
15. H 0.20
16. Pr 1.78
17. O -0.84
18. C -0.02
19. H 0.12
20. H 0.12

---

5.
The following is a quantum chemistry calculation of a molecular structure, C42H52As3N6S4Y, from OMol25.

XYZ file:
```
108
C42H52As3N6S4Y | OMol25 | ωB97M-V/def2-TZVPD
Y -0.357 0.779 1.634
C 0.938 2.308 -2.493
C -0.247 1.551 -3.080
As -0.665 -0.106 -2.071
C 1.003 -1.036 -2.530
C 1.077 -2.119 -3.399
C 2.301 -2.691 -3.719
C 3.472 -2.193 -3.170
C 3.412 -1.135 -2.276
C 2.187 -0.575 -1.953
C -1.855 -0.880 -3.432
C -3.101 -1.358 -3.035
C -4.006 -1.855 -3.963
C -3.671 -1.886 -5.307
C -2.425 -1.426 -5.715
C -1.529 -0.924 -4.785
As 0.679 2.621 -0.546
C 2.197 3.793 -0.228
C 2.049 4.905 0.597
C 3.133 5.727 0.860
C 4.373 5.444 0.303
C 4.530 4.330 -0.507
C 3.447 3.504 -0.768
C -0.708 3.964 -0.826
C -0.453 5.111 -1.576
C -1.462 6.027 -1.819
C -2.738 5.813 -1.312
C -3.000 4.678 -0.563
C -1.988 3.757 -0.329
H 1.044 3.285 -2.965
H 1.863 1.760 -2.671
H -0.061 1.316 -4.128
H -1.146 2.173 -3.038
H 0.173 -2.522 -3.836
H 2.338 -3.531 -4.403
H 4.426 -2.636 -3.429
H 4.321 -0.745 -1.833
H 2.149 0.225 -1.224
H -3.366 -1.346 -1.984
H -4.974 -2.215 -3.638
H -4.374 -2.267 -6.036
H -2.153 -1.458 -6.762
H -0.559 -0.575 -5.120
H 1.087 5.117 1.047
H 3.011 6.590 1.501
H 5.220 6.086 0.506
H 5.496 4.104 -0.941
H 3.573 2.628 -1.395
H 0.544 5.300 -1.958
H -1.252 6.917 -2.399
H -3.522 6.537 -1.494
H -3.984 4.511 -0.146
H -2.200 2.889 0.281
S -2.391 2.049 2.835
As -0.674 1.918 4.212
S 0.898 2.793 2.930
S -0.261 -0.233 4.192
S -0.894 2.787 6.080
C 3.428 0.221 4.004
N 3.129 -0.187 2.637
C 3.544 0.753 1.612
C 2.234 -1.175 2.383
N 1.277 -1.015 1.485
C 0.756 -2.132 0.795
C 1.616 -3.113 0.289
C 1.158 -4.166 -0.477
C -0.182 -4.222 -0.825
C -1.045 -3.250 -0.357
C -0.620 -2.233 0.506
N -1.539 -1.273 0.993
C -2.739 -1.648 1.385
N -3.045 -2.881 1.879
C -4.319 -3.516 1.604
C -2.114 -3.680 2.644
N -3.794 -0.798 1.306
C -4.767 -0.694 2.384
C -3.933 0.204 0.269
N 2.448 -2.340 3.051
C 1.368 -3.214 3.455
C 3.769 -2.752 3.487
H 2.975 1.195 4.198
H 4.509 0.302 4.150
H 3.008 -0.484 4.715
H 4.631 0.872 1.671
H 3.098 1.736 1.745
H 3.282 0.361 0.631
H 2.674 -3.021 0.497
H 1.853 -4.916 -0.833
H -0.551 -5.008 -1.472
H -2.090 -3.280 -0.643
H -4.867 -2.955 0.853
H -4.935 -3.604 2.503
H -4.132 -4.523 1.219
H -1.314 -3.049 3.016
H -1.684 -4.491 2.049
H -2.640 -4.109 3.500
H -4.524 -1.392 3.181
H -5.780 -0.888 2.019
H -4.722 0.315 2.798
H -3.125 0.112 -0.454
H -3.932 1.210 0.690
H -4.890 0.056 -0.242
H 0.444 -2.645 3.496
H 1.577 -3.582 4.461
H 1.250 -4.069 2.782
H 4.527 -2.099 3.067
H 3.948 -3.775 3.141
H 3.855 -2.741 4.577
```

The value obtained for the HOMO energy is -6.86 eV. For the electronic energy, the calculation gives -280243.3142 eV. The total charge is 0. The LUMO energy comes out at 0.3035 eV.

These are the natural (NBO) partial charges, in e, on atoms 1 to 99:
1. Y 1.30
2. C -0.70
3. C -0.70
4. As 0.95
5. C -0.34
6. C -0.15
7. C -0.23
8. C -0.21
9. C -0.21
10. C -0.22
11. C -0.34
12. C -0.15
13. C -0.23
14. C -0.20
15. C -0.21
16. C -0.21
17. As 0.89
18. C -0.35
19. C -0.13
20. C -0.23
21. C -0.19
22. C -0.22
23. C -0.23
24. C -0.34
25. C -0.21
26. C -0.21
27. C -0.20
28. C -0.22
29. C -0.13
30. H 0.23
31. H 0.23
32. H 0.22
33. H 0.23
34. H 0.21
35. H 0.21
36. H 0.22
37. H 0.21
38. H 0.21
39. H 0.20
40. H 0.21
41. H 0.22
42. H 0.22
43. H 0.22
44. H 0.23
45. H 0.22
46. H 0.21
47. H 0.21
48. H 0.21
49. H 0.22
50. H 0.22
51. H 0.22
52. H 0.22
53. H 0.21
54. S -0.76
55. As 0.97
56. S -0.73
57. S -0.73
58. S -0.61
59. C -0.41
60. N -0.44
61. C -0.40
62. C 0.74
63. N -0.77
64. C 0.21
65. C -0.25
66. C -0.22
67. C -0.24
68. C -0.19
69. C 0.07
70. N -0.74
71. C 0.71
72. N -0.44
73. C -0.40
74. C -0.41
75. N -0.42
76. C -0.41
77. C -0.41
78. N -0.44
79. C -0.41
80. C -0.40
81. H 0.24
82. H 0.19
83. H 0.23
84. H 0.20
85. H 0.23
86. H 0.21
87. H 0.22
88. H 0.22
89. H 0.21
90. H 0.20
91. H 0.22
92. H 0.20
93. H 0.20
94. H 0.23
95. H 0.20
96. H 0.21
97. H 0.22
98. H 0.19
99. H 0.24

---

6.
The following is a quantum chemistry calculation of a molecular structure, C16H61B5N3O5SnTiZn, from OMol25.

XYZ file:
```
93
C16H61B5N3O5SnTiZn | OMol25 | ωB97M-V/def2-TZVPD
Sn -0.855 -3.351 -2.755
Zn -0.777 -1.508 1.281
Ti 2.546 -1.304 -0.816
B -2.718 -1.048 1.474
H -3.742 -0.719 1.560
H -2.460 -1.840 2.160
H -2.525 -1.377 0.465
H -2.039 -0.235 1.678
B 0.161 -0.515 -0.351
H -0.679 -0.087 0.173
H 0.750 0.234 -0.857
H 0.750 -1.056 0.374
H -0.228 -1.287 -0.997
B 0.714 -1.507 2.851
H -0.241 -1.997 2.960
H 1.260 -2.188 2.216
H 0.540 -0.539 2.409
H 1.152 -1.409 3.833
B 2.184 -2.876 -2.831
H 1.772 -3.746 -2.342
H 1.534 -2.016 -2.784
H 3.091 -2.603 -2.314
H 2.393 -3.181 -3.844
B -0.676 -3.533 0.565
H 0.301 -3.089 0.676
H -1.064 -3.692 1.559
H -1.390 -2.872 0.099
H -0.590 -4.405 -0.064
C 4.482 3.499 3.378
O 4.512 2.462 2.333
C 3.910 1.266 2.722
C 4.164 0.142 1.653
N 3.331 0.442 0.427
C 3.991 1.361 -0.489
C 3.217 1.594 -1.791
O 2.867 0.474 -2.492
C 3.907 -0.117 -3.192
H 4.956 3.068 4.260
H 3.458 3.769 3.637
H 4.878 4.485 3.135
H 2.851 1.312 2.977
H 4.377 0.784 3.580
H 3.742 -0.682 2.229
H 5.225 -0.007 1.456
H 2.480 0.836 0.802
H 5.014 1.011 -0.631
H 4.298 2.246 0.069
H 3.804 2.332 -2.337
H 2.236 2.060 -1.690
H 3.585 -0.812 -3.968
H 4.468 -0.845 -2.606
H 4.568 0.539 -3.757
C -3.480 -5.981 -0.852
O -3.539 -4.840 -1.704
C -4.281 -3.862 -1.013
C -4.533 -2.642 -1.963
N -3.409 -1.792 -1.977
C -3.768 -0.673 -2.928
C -2.629 0.355 -3.216
O -1.365 -0.269 -3.473
C -0.286 0.676 -3.669
H -2.820 -5.627 -0.060
H -2.968 -6.862 -1.239
H -4.440 -6.247 -0.408
H -3.847 -3.571 -0.056
H -5.275 -4.167 -0.683
H -5.525 -2.280 -1.692
H -4.862 -3.046 -2.920
H -3.341 -1.550 -0.999
H -4.644 -0.190 -2.494
H -4.179 -1.056 -3.862
H -2.469 0.850 -2.259
H -2.842 1.046 -4.033
H -0.109 1.345 -2.828
H -0.480 1.403 -4.458
H 0.631 0.200 -4.016
C 0.620 3.154 1.722
C -0.198 4.373 1.290
C -1.698 4.171 1.672
O -2.029 4.194 3.050
C -3.397 4.372 3.354
N 0.292 5.531 1.999
H 0.670 2.956 2.793
H 1.688 3.218 1.511
H 0.247 2.260 1.224
H -0.269 4.499 0.210
H -2.155 3.338 1.138
H -2.273 5.008 1.275
H -3.699 5.306 2.881
H -3.609 4.403 4.423
H -4.055 3.608 2.940
H 1.158 5.257 2.440
H -0.315 5.660 2.797
```

As for the spin multiplicity: 5. The value obtained for the HOMO energy (spin up / spin down) is -1.71 / -6.32 eV. For the electronic energy, the calculation gives -113017.4756 eV. The total charge is -1. The LUMO energy (spin up / spin down) comes out at 2.2279 / 2.3076 eV.

Per-atom Löwdin charges, elementary charge units:
1. Sn 1.19
2. Zn 0.35
3. Ti 0.61
4. B -0.39
5. H -0.01
6. H -0.01
7. H -0.06
8. H -0.02
9. B -0.52
10. H 0.00
11. H -0.01
12. H -0.06
13. H -0.05
14. B -0.39
15. H -0.03
16. H -0.03
17. H -0.03
18. H -0.03
19. B -0.56
20. H -0.07
21. H -0.09
22. H -0.08
23. H -0.03
24. B -0.50
25. H -0.03
26. H 0.00
27. H -0.08
28. H -0.04
29. C -0.06
30. O -0.20
31. C -0.24
32. C -0.13
33. N -0.13
34. C -0.19
35. C -0.22
36. O -0.23
37. C -0.15
38. H 0.08
39. H 0.07
40. H 0.08
41. H 0.12
42. H 0.12
43. H 0.11
44. H 0.12
45. H 0.09
46. H 0.12
47. H 0.11
48. H 0.13
49. H 0.13
50. H 0.09
51. H 0.06
52. H 0.10
53. C -0.10
54. O -0.25
55. C -0.22
56. C -0.26
57. N -0.05
58. C -0.15
59. C -0.18
60. O -0.27
61. C -0.09
62. H 0.08
63. H 0.09
64. H 0.09
65. H 0.13
66. H 0.11
67. H 0.11
68. H 0.12
69. H 0.08
70. H 0.11
71. H 0.11
72. H 0.12
73. H 0.12
74. H 0.08
75. H 0.08
76. H 0.09
77. C -0.06
78. C -0.40
79. C -0.20
80. O -0.20
81. C -0.11
82. N 0.04
83. H 0.09
84. H 0.06
85. H 0.08
86. H 0.13
87. H 0.13
88. H 0.11
89. H 0.08
90. H 0.09
91. H 0.09
92. H 0.05
93. H 0.06

---

> What is the formula in the sixth record?

C16H61B5N3O5SnTiZn

---

> Number 6 is which compound?

C16H61B5N3O5SnTiZn